Below is C27H27I2N4O4RuS4 as an isolated structure at a distorted geometry, with properties calculated with the ωB97M-V functional and the def2-TZVPD basis.

Geometry as XYZ:
```
69
Properties=species:S:1:pos:R:3:forces:R:3:lowdin_charge:R:1
Ru 0.571 0.707 -0.259 -0.564 -0.321 -0.724 0.759
I 0.152 -0.102 2.778 0.202 0.424 0.147 0.851
C 0.994 1.832 3.145 0.016 -0.188 -0.196 -1.022
I 1.939 2.602 1.350 -0.286 -0.287 0.291 0.899
H 1.753 1.757 3.915 0.035 -0.008 -0.063 -0.020
H 0.200 2.511 3.434 0.019 0.028 -0.067 -0.023
O 0.055 0.849 -2.474 -0.070 -0.418 1.449 -0.697
S 0.152 1.848 -3.617 0.894 0.407 -0.068 1.053
C 1.855 1.518 -4.257 -0.315 0.295 -0.058 -0.236
C 2.968 2.073 -3.433 0.047 -0.046 0.031 -0.303
C 3.721 3.141 -3.918 -0.041 -0.082 0.030 -0.032
C 4.776 3.654 -3.178 -0.036 -0.030 0.046 -0.043
C 5.077 3.112 -1.936 0.058 0.087 -0.017 -0.059
C 4.328 2.053 -1.441 -0.024 -0.010 0.040 -0.118
C 3.278 1.533 -2.185 0.027 -0.012 -0.019 -0.091
C 0.376 3.487 -2.806 -0.186 -0.253 -0.322 -0.248
C -0.424 4.516 -3.543 -0.102 0.222 -0.161 -0.296
C 0.176 5.719 -3.899 0.040 -0.139 0.096 -0.037
C -0.524 6.658 -4.636 0.047 0.109 -0.064 -0.057
C -1.820 6.393 -5.043 -0.086 -0.095 0.092 -0.055
C -2.431 5.196 -4.684 -0.075 0.121 -0.091 -0.057
C -1.740 4.267 -3.930 0.167 -0.039 0.058 -0.071
H 1.862 1.920 -5.270 0.034 -0.063 -0.044 0.106
H 1.878 0.428 -4.298 -0.123 0.012 -0.095 0.109
H 3.487 3.560 -4.889 0.021 0.002 -0.019 0.127
H 5.372 4.463 -3.579 -0.008 0.025 0.024 0.119
H 5.907 3.505 -1.366 0.010 -0.014 0.015 0.116
H 4.594 1.611 -0.488 -0.028 -0.018 0.002 0.077
H 2.721 0.671 -1.819 0.128 -0.052 -0.093 0.056
H 1.431 3.748 -2.812 0.034 -0.073 0.149 0.080
H 0.049 3.314 -1.775 -0.089 -0.022 -0.044 0.076
H 1.197 5.921 -3.594 0.027 -0.002 -0.024 0.116
H -0.045 7.590 -4.904 -0.030 0.022 -0.018 0.115
H -2.360 7.111 -5.638 -0.044 0.086 -0.053 0.114
H -3.442 4.995 -5.016 0.009 -0.018 0.068 0.113
H -2.200 3.321 -3.665 -0.128 0.016 -0.016 0.095
S 0.806 -1.813 -0.708 -0.077 0.349 0.195 0.598
C 2.214 -2.268 0.092 0.341 -0.039 -0.031 -1.111
N 2.603 -3.516 0.257 -0.058 0.052 -0.051 -0.033
C 3.804 -3.766 1.047 0.133 -0.171 0.210 -0.178
C 4.587 -2.456 1.088 -0.029 0.179 -0.173 -0.361
S 3.361 -1.141 0.754 -0.109 -0.156 0.039 0.870
H 2.020 -4.285 -0.046 -0.054 0.053 -0.056 0.161
H 4.392 -4.559 0.587 -0.022 0.032 -0.014 0.137
H 3.519 -4.096 2.050 -0.037 0.054 -0.035 0.134
H 5.341 -2.398 0.307 0.038 -0.058 0.047 0.090
H 5.041 -2.272 2.057 0.034 -0.050 -0.010 0.091
O -6.299 6.980 -2.055 -0.021 -0.201 -0.490 -0.190
S -6.490 6.820 -0.623 0.116 0.897 0.966 0.545
O -5.327 6.964 0.196 -0.083 0.000 -0.022 -0.258
O -7.772 7.112 -0.068 -0.055 -0.041 -0.046 -0.219
C -6.601 4.873 -0.887 0.365 -1.256 -0.710 -0.282
N -7.716 4.379 -1.306 -0.213 0.502 -0.004 0.176
C -7.702 3.077 -1.567 0.005 -0.046 0.147 -0.038
C -6.546 2.325 -1.390 0.213 -0.146 0.021 0.044
C -5.408 2.979 -0.934 -0.492 0.265 0.076 -0.178
N -5.455 4.303 -0.700 0.167 -0.013 0.094 0.182
C -4.112 2.325 -0.620 0.245 0.068 -0.020 -0.112
C -3.209 3.008 0.196 -0.017 -0.144 -0.032 0.035
C -2.012 2.407 0.518 -0.107 -0.040 0.193 -0.132
N -1.655 1.190 0.072 0.244 0.322 -0.541 -0.097
C -2.511 0.544 -0.728 -0.244 -0.066 0.090 -0.122
C -3.742 1.068 -1.089 -0.087 -0.025 0.136 0.028
H -8.634 2.648 -1.913 0.039 -0.091 -0.018 0.134
H -6.551 1.264 -1.592 -0.024 0.002 -0.023 0.120
H -3.461 3.993 0.564 0.038 0.022 0.062 0.129
H -1.327 2.893 1.203 0.091 0.057 -0.142 0.086
H -2.210 -0.441 -1.062 0.027 0.046 -0.111 0.111
H -4.401 0.488 -1.721 0.051 -0.023 -0.031 0.124
```
Positions in Å, forces in eV/Å.

The expectation value of S² is 8.77. Its spin multiplicity is 6. Its HOMO-LUMO gap (alpha / beta) is 7.51 / 5.96 eV. As for the net charge: +2. The value obtained for the LUMO energy (alpha / beta) is -6.14 / -7.70 eV. The HOMO energy (alpha / beta) is -13.65 / -13.66 eV. Its energy is -3847.41152 Eh. For the energy above the lowest of the compared OMol25 structures with the same formula, charge and spin, the calculation gives 0.000 eV.